# 1
60
Properties=species:S:1:pos:R:3:forces:R:3 method="wB97M-V/def2-TZVPD" de_lowest_ev=5.476 homo_lumo_gap_ev=8.8 largest_force_ev_per_a=4.160 homo_energy_ha=-0.32281
H 1.895128 3.652167 1.088928 0.5265 0.4395 -0.2964
O 1.532737 0.646938 -2.375972 -0.7008 0.5894 -1.2559
H -0.726199 2.498888 -2.832981 -1.1797 0.7707 0.6277
H 0.083830 -1.857485 1.745424 -0.0489 -0.8354 0.3004
H 1.042602 -3.966658 -0.166168 0.1227 0.2542 -0.4308
O 1.430361 -4.473640 0.536840 -0.7618 -0.8520 1.7068
H 0.515793 -3.372975 1.909545 -1.1995 1.0497 0.0008
H 1.018800 1.206834 -3.048384 0.5629 -0.8211 1.0791
H -2.568067 -1.110932 -3.862105 0.5476 1.0773 -0.1838
H 2.685348 1.929727 1.419401 0.5923 -0.0372 0.4428
H 0.173524 4.297929 -1.287666 0.1442 0.1421 0.4725
H 0.987610 -0.547434 -1.426095 0.1245 -1.2683 -0.2043
H 3.006644 0.448804 0.420556 -0.5812 0.8710 0.5942
H 0.293088 0.285324 2.008945 1.1035 0.6767 -0.8382
O 1.216117 4.154845 0.625900 -1.3772 -1.1241 0.3795
H 0.528544 1.796775 -0.641029 1.3757 -0.0103 0.9577
C -1.395199 0.972677 0.974840 1.5206 1.8849 -1.7311
H 0.158956 2.588348 2.898136 -0.0295 -0.0079 0.2309
O -0.401209 3.262786 2.498371 -0.4807 0.3830 0.6064
C -3.052760 -0.740254 0.154030 0.7762 1.9264 0.9221
H -2.785229 -1.663669 -0.288233 0.4677 -1.0289 -0.1191
O -1.472070 -3.281216 -1.533821 0.3817 -1.1481 1.0636
H -0.393052 4.048719 3.069198 0.1731 -0.4505 -0.1722
H 0.549118 -0.919011 4.900903 -1.3764 0.1838 0.7784
O -0.645054 4.401800 -1.785706 -0.8452 -0.3733 0.0043
H -1.580958 0.040339 2.959726 0.7109 0.0749 -0.1114
H 3.095637 2.008144 -0.314256 -0.6499 0.1195 0.3384
C 1.069151 1.379144 0.268708 -2.0371 0.8794 -2.0013
H 2.369618 -4.340448 0.554295 0.5133 0.2224 -0.5069
H -2.543204 -1.623750 2.142288 -0.7970 -0.2435 -0.4720
H -4.028813 -0.516617 -0.278769 0.0519 0.5849 0.0624
H 2.463015 0.806188 -2.461921 0.6120 0.2082 -0.2272
H 1.711666 -2.613054 -1.263464 -0.7270 -0.8723 -1.0172
H -1.742100 -2.979621 -2.378387 -0.7976 0.1458 -1.5013
O -2.588465 -1.288992 -2.931944 -0.8476 -1.1402 0.9619
C -3.084588 -0.759555 1.729949 2.1712 -0.1338 -1.9621
O 0.784696 -0.354933 4.165850 1.2734 -0.9386 0.3104
C -2.162226 0.391688 2.113737 -1.1561 1.9943 2.8783
H -1.367336 4.511245 -1.135666 0.7896 -0.0221 -0.3734
O -0.201465 -2.706274 2.144426 1.2024 -0.2190 -0.3710
C 2.533345 1.454772 0.462304 0.6408 -0.7333 -0.7281
H -1.076717 -2.473151 -1.227421 0.7881 0.3959 0.6285
O -0.435030 1.923206 -3.521436 2.3005 -0.1684 -0.8708
O 4.173142 -0.824994 -0.177017 -0.7545 -2.3801 -2.4301
H -2.675881 1.288850 2.583848 -0.0262 -1.1322 -0.5284
N -1.941629 0.319556 -0.185404 -1.8601 -1.1514 -2.4569
O 0.600046 -1.338526 -0.932586 1.2369 0.6166 -1.1863
H -2.202056 -0.726568 -2.243962 0.2737 0.3837 -1.1082
H 1.226858 -3.954264 -2.048196 0.0061 0.7394 0.1747
C 0.157875 0.856244 1.047714 -1.5617 -1.9074 3.3503
H 3.650774 -1.614501 -0.583887 1.2620 1.7603 1.2801
H -1.018151 1.343838 -3.976786 -1.2569 -0.1813 0.0785
O 1.971688 -3.366152 -1.848742 0.8741 0.2241 -0.0270
H -2.158897 0.941661 -1.007193 0.0579 -0.8372 1.6064
H 1.583852 -0.899233 4.024266 0.1055 0.8315 -1.0414
H -1.484276 2.112716 0.926683 -0.6740 -1.4807 -0.0438
H -4.071942 -0.684811 2.093270 -0.9892 0.0767 0.5284
H 0.448886 3.562071 0.939609 1.0907 1.5946 -0.5250
H -0.018252 -0.793818 -0.488712 -1.6844 0.5398 1.5348
H 4.498101 -0.423675 -1.011998 0.0200 -0.1424 0.8211

***

# 2
22
Properties=species:S:1:pos:R:3:forces:R:3 method="wB97M-V/def2-TZVPD" de_lowest_ev=2.158 homo_lumo_gap_ev=11.9 largest_force_ev_per_a=4.877 smiles=OCC1(F)C(F)(F)C(F)(F)C(F)(F)C(F)(F)C1(F)F homo_energy_ha=-0.42549
F 1.258457 0.826256 2.929804 0.1647 0.0155 -2.8267
O 1.422568 3.495189 1.049078 0.1284 -1.2203 1.2001
H 1.397584 3.870595 1.995948 0.3463 -1.6684 -1.9430
C -0.649509 -0.837614 -0.450203 2.3414 -1.9441 -2.1254
C 1.957993 2.103405 0.827188 -1.3715 1.8338 1.4865
F -1.162811 -0.923230 -1.698271 0.5039 -0.3445 -0.1210
F -1.136522 0.138887 2.270516 0.8072 -0.4410 -1.3556
F 2.932108 -0.609967 0.634851 -0.5274 1.3549 0.3326
F -2.507988 0.466037 -0.076976 2.5928 0.3773 0.8160
C -0.565166 0.987053 1.345998 0.5853 0.5946 2.3351
C 0.978031 -0.941475 -0.517294 -2.5242 0.5523 -1.9296
F 1.320953 -1.600514 1.534218 -1.1313 -1.5453 2.9666
F -0.819741 1.470384 -1.036324 0.8164 -0.5502 0.9937
C -1.042910 0.574615 -0.061650 -4.7960 0.6087 0.6459
F -1.029647 2.187945 1.828283 0.9495 -0.6249 -1.6774
F -1.075745 -1.948391 0.195831 -0.2287 1.5382 0.5313
F 1.329296 0.026876 -1.389750 0.4438 -0.1995 -0.4261
C 1.553096 -0.537442 0.843483 2.2151 -0.2234 -1.3829
H 2.955359 2.077003 1.242025 0.1533 -0.4742 0.4472
F 1.340335 -2.178358 -1.061492 -0.3400 2.3052 1.7022
H 2.106270 2.132977 -0.263025 -0.6911 -0.7966 0.4189
C 1.079883 0.861662 1.499656 -0.4380 0.8518 -0.0884

***

# 3
24
Properties=species:S:1:pos:R:3:forces:R:3 method="wB97M-V/def2-TZVPD" de_lowest_ev=0.000 homo_lumo_gap_ev=11.8 largest_force_ev_per_a=5.347 smiles=CO[C@@](F)(C(F)(F)C(F)(F)F)C(F)(C(F)(F)F)C(F)(F)F homo_energy_ha=-0.41526
F -2.214678 -0.492384 -2.714203 0.6734 0.7413 1.4274
C 0.188245 -0.129515 0.280439 3.0361 -3.5641 -2.5820
O 1.270493 -0.350845 -0.751633 -0.5858 0.7285 1.9125
F -0.283906 0.497208 -2.565594 -0.0835 -1.1755 0.2978
H 2.351634 -1.943591 -1.752977 1.2756 1.0762 -0.8833
F -2.536861 1.204588 0.661499 -0.2605 2.8938 0.0788
F -1.923741 1.469507 -1.789537 -1.4422 0.7763 0.4428
F 2.461650 0.206255 2.399547 -1.3633 -2.5418 1.2252
F -2.183070 -0.491136 1.791799 -0.2475 -1.2856 0.1900
C 1.709108 -1.731948 -0.946621 -2.5632 -0.4219 2.0975
F -3.531847 -0.529336 0.020883 -0.0732 -0.7238 0.5167
F -1.445795 -1.711298 -0.832109 1.4121 0.0201 1.5293
F 2.086079 2.259266 2.554600 -0.4420 -0.3507 -1.3070
C 2.066488 1.196811 1.683343 1.4166 2.5282 -0.7108
F 3.094859 1.311965 0.823822 -0.9226 1.0635 -0.7910
F 0.411206 2.292927 0.041697 1.3271 -2.2632 1.2455
C -2.405024 -0.067455 0.563880 0.7706 -0.4660 -1.6231
C 0.605070 1.222111 0.953282 -1.0730 1.0421 -0.1265
C -1.429703 0.260809 -1.888057 1.0621 0.9261 -1.0234
F -0.255702 1.524877 1.941525 0.1756 -0.5230 0.1921
C -1.209743 -0.394160 -0.436360 -1.4885 -0.2192 -0.7505
H 0.792416 -2.220147 -1.256805 -0.0511 -0.7752 0.2437
H 2.074244 -2.184110 0.006532 -0.1387 0.4511 -0.8752
F 0.308581 -1.200398 1.211047 -0.4141 2.0628 -0.7266

***

# 4
62
Properties=species:S:1:pos:R:3:forces:R:3 method="wB97M-V/def2-TZVPD" de_lowest_ev=5.610 homo_lumo_gap_ev=9.2 largest_force_ev_per_a=10.289 homo_energy_ha=-0.33048
O 1.072734 3.195533 0.130984 0.2658 4.3071 1.5545
O 0.974528 -3.401121 1.829965 -2.9388 7.4402 -2.2127
H 1.719100 -2.810814 -2.730499 0.2590 1.1749 0.9134
H -1.414327 -0.136716 -2.293088 0.8787 -0.2675 0.2422
H -0.836810 2.691837 3.045671 3.3723 -2.1017 3.1255
C -1.823762 -1.494216 1.425686 -0.3681 -4.0767 0.6090
H 0.471977 2.084642 4.695595 -0.4205 0.0716 0.5934
H -3.394872 0.104827 -2.139149 1.1353 2.2756 -0.2629
H 1.993008 -0.253630 -0.964939 -1.2265 -2.0414 -0.0153
H 1.925786 -1.918397 -0.342780 -1.3056 0.8562 -1.2867
H -0.993587 -1.628420 2.199150 -0.8867 0.2292 -1.4025
H 1.989066 1.991901 1.738484 -0.2670 0.5338 -0.2136
H 0.464512 -3.643388 1.045044 -0.4969 0.2689 -0.4511
H 0.518565 -4.131728 -1.076131 0.4322 -0.7641 -0.2842
C 0.122250 -1.512272 -3.161215 0.5809 1.6215 -3.0141
N -0.051395 -1.097117 -0.844187 0.0485 0.3934 -0.0133
H 2.201794 1.830802 -2.749427 -0.1264 0.3346 1.5170
C 1.369162 -1.241072 -1.119927 3.0980 0.8547 1.8846
H -2.607503 -0.208678 -0.070099 -0.1485 -0.0363 -0.6056
H -1.070880 3.749998 -0.090544 -3.1463 -1.8781 0.3254
H -2.093476 0.587447 1.340471 0.3954 0.3729 0.0454
O 0.142022 2.775594 -3.456191 -0.9265 -2.1897 0.5569
H -0.393093 2.633378 -2.595528 0.8299 0.3290 -2.1464
H 2.268189 -1.214325 -3.202601 -0.0297 0.1592 0.8017
H 3.649202 -1.869075 1.839701 0.6662 0.5868 -0.0701
C -0.397085 -0.025243 0.073445 -0.1261 -0.3983 2.5019
O -1.473839 3.017876 2.512833 -2.8255 -0.5273 -4.2545
O 1.674973 -1.496206 3.648332 2.9574 3.9607 1.9055
O -0.260536 -4.052549 -0.524740 0.0762 1.3166 -0.2996
O -2.030217 3.278212 -0.042000 3.0237 1.9246 0.0766
O 0.043007 1.546258 4.024174 -7.3001 1.6099 6.5550
C 1.530997 -1.702492 -2.549350 -0.7886 -2.1295 -1.4029
H -1.936676 -2.445755 0.763812 1.5201 1.4879 0.3098
O -4.031578 -0.518189 -2.419843 -0.1729 -2.3768 1.6273
H 1.499631 0.880885 -1.771164 1.2426 1.7361 0.0240
H 1.515059 2.617474 -0.464399 0.9968 -0.6536 -1.6138
H -2.022531 2.878929 0.850611 0.2790 0.2635 -0.0627
H 1.264941 -2.139688 3.203680 -2.6620 -4.1463 -3.0874
H 0.283841 -0.790558 -4.097378 -0.9375 -1.1605 2.0230
H 3.064116 -0.952468 2.852487 2.6160 -0.1891 -1.1845
H 0.275552 -0.017652 1.006633 -0.5951 -0.3323 -1.4404
H -1.683304 -1.900916 -1.943123 1.5372 1.6916 -0.6037
O 3.927944 -1.015779 2.236073 -3.1795 -0.5020 1.2631
H -3.776176 -1.147087 -1.680211 -1.1425 0.2310 -1.4483
H -2.901423 2.469604 -2.608469 -0.1264 0.0363 -0.6024
H -2.715704 -1.890692 1.932936 -0.4467 1.6513 0.6017
H -2.174310 2.444175 -1.320516 0.2580 0.0904 0.8070
H -0.283200 -2.416074 -3.585722 0.2408 -0.3733 -0.3383
H 2.619650 0.740639 2.258454 0.4929 -0.5077 -0.0071
H 1.262861 -1.405179 4.483194 -0.5767 0.3105 1.2423
H 0.710684 1.439452 3.522138 7.7186 -1.9305 -6.5233
H 1.287870 -4.151562 2.065213 3.6027 -7.8999 2.9157
H 1.529193 4.141134 0.050247 -1.3139 -3.3276 0.1084
C -0.840027 -1.065955 -2.095721 -1.9330 -1.5935 1.0118
O 2.126047 1.504153 2.555336 0.2429 0.2091 -0.3111
O -2.141383 2.042292 -2.211129 -0.5089 -0.6449 -0.4583
H -1.785946 3.806685 2.838881 -1.0501 2.7293 1.2046
C -1.817020 -0.214957 0.661689 0.4176 0.0565 0.3749
H -0.346176 -3.064066 -0.624103 -0.5333 -0.3152 0.4827
H -0.074272 1.919926 -3.955037 0.2531 1.9376 0.9983
O 2.168918 1.638981 -1.769699 -0.9930 -1.4187 -1.8524
H -0.296046 0.961387 -0.332033 0.0611 0.7299 -0.7335

***

# 5
17
Properties=species:S:1:pos:R:3:forces:R:3 method="wB97M-V/def2-TZVPD" multiplicity=5 de_lowest_ev=0.000 homo_lumo_gap_ev="6.0 / 5.0" largest_force_ev_per_a=9.411 homo_energy_ha="-0.55047 / -0.67261" total_charge=+2
C -0.005798 -1.615548 -4.782757 -0.0150 -4.0815 0.0806
O 0.036711 0.668853 2.813584 -0.0639 -1.3235 -4.8135
H -0.941002 -2.194477 -4.744332 0.3572 0.3013 0.2717
C 1.810757 -0.038445 -0.069717 8.8554 0.1347 -1.2970
Fe 0.001222 -0.034185 -0.043823 -0.0518 -0.3132 -1.7722
H 0.919048 0.222025 -5.346084 -0.2253 -0.0987 0.3571
O 0.008244 -2.889278 0.755381 0.0098 3.6899 -0.9858
O -2.972354 -0.007380 -0.017788 4.3431 -0.0469 0.2362
C -0.003572 1.750068 -0.371524 0.1927 8.1146 -1.9993
O 2.973689 -0.010389 -0.094988 -4.5143 -0.0820 0.3599
O -0.006054 2.881270 -0.560114 -0.0089 -2.9442 0.5729
C -0.008988 -0.306771 -5.097919 -0.0416 3.6317 -1.7217
C -1.811278 -0.036591 -0.022544 -8.6750 -0.2911 -0.9682
H 0.929496 -2.194209 -4.767786 -0.3335 0.2878 0.2822
C 0.005176 -1.780030 0.434488 -0.2052 -9.1897 2.0190
C 0.022570 0.369229 1.690342 0.1186 2.3255 9.0209
H -0.942667 0.224158 -5.323121 0.2577 -0.1148 0.3572

***

# 6
14
Properties=species:S:1:pos:R:3:forces:R:3 method="wB97M-V/def2-TZVPD" de_lowest_ev=4.266 homo_lumo_gap_ev="7.3 / 7.3" largest_force_ev_per_a=4.075 homo_energy_ha="-0.31001 / -0.30986"
C 0.423546 1.774204 0.025752 -0.9900 -0.5862 1.9540
H 1.289513 2.408617 0.337811 -1.2845 -0.2943 -0.2637
H -0.857304 1.401350 1.956737 0.4027 -0.2228 -1.1378
O 2.731948 -0.206812 0.248643 -0.1943 -0.6007 1.1352
C 1.749418 -0.822544 0.235750 2.6486 1.8967 -1.1640
C -0.596479 1.183801 0.894541 2.4129 1.5749 -0.7512
H 0.993093 -2.587274 -0.021734 -0.3882 -0.8563 0.0804
C 0.731297 -1.557368 -0.043589 -1.8815 -0.6047 -0.6220
H -1.189154 -1.848309 -1.058387 0.4828 1.3420 1.0521
N -0.622706 0.229924 -1.261490 -0.0824 0.8923 0.4549
I -3.380952 -0.117071 0.313831 0.9456 0.2324 0.1082
C -1.190500 0.181844 0.120099 -3.8664 -1.2024 -0.4603
C 0.470682 0.982981 -1.144775 1.0513 0.5310 -0.5214
C -0.552406 -1.023349 -0.603193 0.7434 -2.1018 0.1354

***

# 7
19
Properties=species:S:1:pos:R:3:forces:R:3 method="wB97M-V/def2-TZVPD" multiplicity=5 de_lowest_ev=1.191 homo_lumo_gap_ev="6.1 / 7.2" largest_force_ev_per_a=1.098 homo_energy_ha="-0.14733 / -0.15704" total_charge=-1
C 3.328879 1.582207 -1.935206 0.0262 0.0674 -0.0637
S -1.347190 -0.000660 2.338832 0.1380 -0.1557 -0.1900
S -0.846551 -2.128531 0.152597 0.0338 0.1241 0.1118
S 1.442236 -0.238384 -1.194165 0.3938 0.0456 -0.2479
O 4.509562 -1.520962 1.367545 0.2215 -0.4855 0.0341
C 2.979868 0.625340 -0.975517 -0.1202 0.0844 -0.0860
Mn 0.421943 -0.348088 0.858441 -1.0958 0.0074 -0.0613
H 6.425699 2.481587 -0.869611 -0.0589 -0.0352 0.0040
H 2.611430 1.797053 -2.719310 0.0573 0.0056 0.0308
S -2.333394 -1.674554 1.555139 0.1474 0.0991 -0.0400
C 5.470465 1.969823 -0.902489 -0.0605 -0.0599 0.0574
C 5.146850 1.021582 0.054013 0.0095 -0.0378 -0.0103
O 1.582264 0.899469 1.710153 0.3227 -0.4941 0.2354
C 4.547024 2.246895 -1.901716 -0.1452 -0.0614 -0.0315
C 3.716181 -0.652168 1.122614 0.0289 0.7572 -0.0434
C 3.918273 0.360891 0.026397 -0.0761 -0.2484 0.2042
H 5.853345 0.770632 0.837926 -0.0610 -0.0001 -0.0294
H 4.774528 2.986027 -2.662017 -0.0270 -0.0287 0.0157
S 2.397253 -0.380998 2.292640 0.2657 0.4161 0.1101

***

# 8
15
Properties=species:S:1:pos:R:3:forces:R:3 method="wB97M-V/def2-TZVPD" multiplicity=3 homo_lumo_gap_ev="4.7 / 5.9" largest_force_ev_per_a=4.977 homo_energy_ha="-0.04227 / -0.17376" total_charge=-1
C -1.585707 1.525286 -1.679846 -1.9232 0.3647 -0.4343
C 2.020222 2.362359 -3.233601 -0.3612 -2.4789 2.2385
C 1.893474 1.250968 -2.131235 2.0815 2.1784 -3.3306
C -0.518364 0.989646 -1.560069 2.1524 -0.0320 0.6121
C 1.455032 -0.149669 -0.465622 -2.8690 1.1557 0.3082
N 2.756657 -0.183817 -0.672080 0.7559 -2.4876 2.8976
H 1.530317 -1.848050 0.741855 -2.1194 1.2547 -0.1168
C 0.867198 0.725899 -1.378385 -3.7425 -2.1867 2.4460
C 0.796668 -0.924686 0.631629 2.7597 -1.4107 -0.2699
H 0.753651 -0.474685 1.622884 0.2244 0.4608 -0.1310
O 1.572306 2.098467 -4.327524 -0.7065 -0.1714 -1.8615
H -2.580633 1.873951 -1.912324 0.6090 -0.2022 0.1996
O 3.055848 0.622452 -1.619607 2.8686 2.4209 -3.0407
O 2.548357 3.349998 -2.758139 1.0758 2.0551 0.4894
H -0.201019 -1.080983 0.296789 -0.8055 -0.9207 -0.0067